*i*
Here is C4H6S in the gas phase from OMol25. Energies are from the ωB97M-V functional and the def2-TZVPD basis.

Each line ends with the Mulliken charge.
Cartesian coordinates (Å):
C 2.4240 -0.8365 -0.1400  0.00
C 1.3837 -0.2176 0.1110  -0.46
C 0.0435 0.3491 0.3314  0.05
C -0.0339 1.8639 -0.1279  -1.16
S -1.4958 -0.7076 -0.1664  -0.21
H 3.2156 -1.5532 -0.1451  0.41
H -0.2133 0.2808 1.4339  0.18
H 0.1858 2.0451 -1.1300  0.39
H 0.8315 2.4503 0.2448  0.35
H -0.9979 2.2559 0.2149  0.31
H -1.9925 -1.1101 0.9975  0.14

The HOMO energy is -9.428 eV. The value obtained for the HOMO-LUMO gap is 10.16 eV. The structure (SMILES) is C#C[C@@H](C)S.

***

*ii*
Here is C4H6S in the gas phase from OMol25. Energies are from the ωB97M-V functional and the def2-TZVPD basis.

Each line ends with the Mulliken charge.
Cartesian coordinates (Å):
S -0.5799 -2.0420 -1.9962  -0.26
C -0.7129 -0.5758 -1.2816  -0.31
C 0.3705 -0.2261 -0.3638  0.26
C 0.1037 -0.2185 1.1547  -0.66
C 0.3883 1.1765 0.2276  -0.66
H -1.5859 0.0341 -1.1973  0.28
H 1.4485 -0.7695 -0.2412  0.26
H 0.7524 -0.6419 1.7295  0.36
H -0.9812 -0.0575 1.5008  0.20
H -0.5980 1.7978 0.1390  0.21
H 1.3945 1.5228 0.3283  0.31

The HOMO energy is -8.582 eV. The value obtained for the HOMO-LUMO gap is 8.30 eV. The structure (SMILES) is S=CC1CC1.

***

*i* wins, 54.7 kJ/mol ahead of the next structure.

***

*i*
Here is 2 unconnected molecules or ions with the total composition CH3N3O2S from OMol25. Energies are from the ωB97M-V functional and the def2-TZVPD basis.

Each line ends with the Mulliken charge.
Cartesian coordinates (Å):
C -1.5033 -0.9124 -0.8639  0.55
N -2.4260 -0.3394 -0.4014  -0.46
N 0.3191 1.4832 0.9010  -0.50
N -0.3757 -1.0594 -1.4759  -0.42
O 0.8203 -0.9830 1.5337  -0.44
O 2.5694 0.4530 0.1855  -0.48
S 1.1904 0.0528 0.5573  0.83
H -0.7304 1.2084 1.1340  0.33
H 0.1393 2.0963 0.1416  0.30
H -0.0030 -1.9995 -1.7118  0.27

The HOMO energy (spin up / spin down) is -11.220 / -9.401 eV. The value obtained for the HOMO-LUMO gap (spin up / spin down) is 9.23 / 6.46 eV.

***

*ii*
Here is 2 unconnected molecules or ions with the total composition CH3N3O2S from OMol25. Energies are from the ωB97M-V functional and the def2-TZVPD basis.

Each line ends with the Mulliken charge.
Cartesian coordinates (Å):
C -0.1177 -0.5641 -1.2882  0.47
N -0.8898 -1.4340 -1.4343  -0.35
N 0.4379 0.5815 -1.3530  0.00
N -0.4568 -0.3549 1.2656  -0.57
O 0.8049 1.3669 2.5457  -0.52
O -0.1338 1.5781 -0.6854  -0.59
S -0.2950 1.1731 1.5973  0.68
H -1.0048 -2.1795 -0.6501  0.36
H 1.3949 0.7449 -1.7561  0.28
H 0.2603 -0.9120 1.7586  0.25

The HOMO energy is -9.065 eV. The value obtained for the HOMO-LUMO gap is 9.27 eV.

***

*iii*
Here is 2 unconnected molecules or ions with the total composition CH3N3O2S from OMol25. Energies are from the ωB97M-V functional and the def2-TZVPD basis.

Each line ends with the Mulliken charge.
Cartesian coordinates (Å):
C 0.7636 0.4922 -0.5653  -0.38
N -0.9680 0.0929 0.9250  -0.50
N 0.3565 0.1522 0.7815  0.00
N -1.6730 0.1865 -0.0916  1.04
O -2.8526 0.2125 -0.0964  -0.61
O 1.0627 -1.6959 0.8918  -0.55
S -0.8071 0.3771 -1.6116  -0.03
H 0.7955 1.5848 -0.7140  0.36
H 1.5846 -0.0975 -0.9815  0.34
H 1.7378 -1.3048 1.4622  0.32

The HOMO energy (spin up / spin down) is -9.569 / -9.574 eV. The value obtained for the HOMO-LUMO gap (spin up / spin down) is 7.81 / 7.81 eV.

***

*i* wins, 70.1 kJ/mol ahead of the next structure.

***

*i*
Here is 3 unconnected molecules or ions with the total composition C3H11N2 from OMol25. Energies are from the ωB97M-V functional and the def2-TZVPD basis.

Each line ends with the Mulliken charge.
Cartesian coordinates (Å):
N 1.9445 -0.9899 1.8312  -0.65
C 0.9984 -0.0085 1.3895  0.24
C -0.4917 -0.5550 1.5046  -1.29
C 1.3478 0.4254 -0.0636  -0.68
N 0.1950 1.2188 -0.2622  -0.46
H -17.1170 0.1706 -17.8754  0.00
H 1.8264 -1.3297 2.7877  0.24
H 2.8293 -0.5038 1.7956  0.24
H 1.0498 1.0139 1.8163  0.27
H -0.7444 -0.9024 2.5053  0.34
H -0.3131 -1.3875 0.8892  0.37
H -1.0609 0.3001 1.1613  0.41
H 2.2988 0.9613 0.0547  0.35
H 1.4998 -0.4342 -0.7465  0.37
H -16.7103 -0.1401 -19.2019  0.00
H 0.3017 1.6548 -1.2744  0.24

The HOMO energy (spin up / spin down) is -9.214 / -9.242 eV. As for the expectation value of S²: 0.75. The value obtained for the HOMO-LUMO gap (spin up / spin down) is 9.08 / 8.79 eV. Its spin multiplicity is 2.

***

*ii*
Here is 2 unconnected molecules or ions with the total composition C3H11N2 from OMol25. Energies are from the ωB97M-V functional and the def2-TZVPD basis.

Each line ends with the Mulliken charge.
Cartesian coordinates (Å):
C -1.9195 -0.5197 1.0438  -0.77
N -0.5075 -0.2071 1.5391  -0.64
H -1.8515 -1.1503 0.1679  0.30
H -2.5334 -1.0362 1.8214  0.32
H -2.3820 0.3859 0.7345  0.29
H -0.5662 0.5410 2.2645  0.25
H 0.3259 -0.7177 0.2851  0.27
H -0.2185 -1.0064 2.1346  0.27
C 0.5613 1.2665 -1.2084  -1.06
C 2.0115 -0.6107 -1.1453  -0.72
N 0.9256 -0.1096 -0.6467  0.02
H -0.2693 1.7802 -0.7674  0.24
H 0.3843 1.1805 -2.2852  0.34
H 1.4716 1.8540 -1.1655  0.39
H 2.3467 -1.5194 -0.6777  0.25
H 2.2210 -0.1309 -2.0950  0.24

The HOMO energy (spin up / spin down) is -4.482 / -9.006 eV. As for the expectation value of S²: 0.75. The value obtained for the HOMO-LUMO gap (spin up / spin down) is 5.22 / 9.73 eV. Its spin multiplicity is 2.

***

*ii* wins, 246.4 kJ/mol ahead of the next structure.

***

*i*
Here is C4H5FN2 in the gas phase from OMol25. Energies are from the ωB97M-V functional and the def2-TZVPD basis.

Each line ends with the Mulliken charge.
Cartesian coordinates (Å):
F -2.1623 2.0681 0.3032  -0.26
C -1.3638 2.3535 -0.6572  -0.43
C -0.4097 0.9639 -0.4365  0.25
C -0.9258 -0.2788 -0.1303  -0.30
N 0.2115 -1.0983 -0.3123  -0.08
C 1.3441 -0.5203 -0.7056  -0.06
N 0.9995 0.7854 -0.8975  -0.69
H -0.5352 2.9327 -0.6904  0.35
H -1.9603 2.7539 -1.4214  0.30
H -1.8950 -0.5871 0.3236  0.34
H -0.0346 -2.0986 -0.1443  0.23
H 2.2240 -1.1678 -0.7568  0.35

The HOMO energy is -9.058 eV. The value obtained for the HOMO-LUMO gap is 9.92 eV. The structure (SMILES) is FCc1c[nH]cn1.

***

*ii*
Here is C4H5FN2 in the gas phase from OMol25. Energies are from the ωB97M-V functional and the def2-TZVPD basis.

Each line ends with the Mulliken charge.
Cartesian coordinates (Å):
C -2.4256 -0.5236 -0.0397  -0.84
C -0.9924 -0.1194 -0.0048  0.44
N -0.0088 -0.9502 0.0804  -0.56
C 1.0789 -0.1121 0.0259  0.39
F 2.3078 -0.6998 -0.0233  -0.26
C 0.8964 1.1558 -0.0264  -0.44
N -0.5848 1.2061 -0.0443  -0.20
H -2.9089 -0.4058 1.0321  0.22
H -2.3933 -1.6071 -0.3467  0.27
H -3.2026 0.0762 -0.8031  0.26
H 1.6442 1.9126 -0.1264  0.39
H -1.0982 2.1265 0.4701  0.32

The HOMO energy is -9.177 eV. The value obtained for the HOMO-LUMO gap is 9.82 eV. The structure (SMILES) is Cc1nc(F)c[nH]1.

***

*ii* wins, 188.0 kJ/mol ahead of the next structure.

***

*i*
Here is a molecular structure, CH2INS from OMol25. Energies are from the ωB97M-V functional and the def2-TZVPD basis.

Each line ends with the Mulliken charge.
Cartesian coordinates (Å):
C 0.1665 1.4923 -0.7316  -0.06
N -0.4089 -0.5982 0.9302  -0.75
S -0.6985 1.5121 -2.0410  -0.03
I 1.3238 -1.9338 0.9473  0.06
H 0.3210 0.1283 0.9338  0.45
H -0.7038 -0.6008 -0.0386  0.32

The HOMO energy is -9.350 eV. The value obtained for the HOMO-LUMO gap is 8.54 eV.

***

*ii*
Here is CH2INS in the gas phase from OMol25. Energies are from the ωB97M-V functional and the def2-TZVPD basis.

Each line ends with the Mulliken charge.
Cartesian coordinates (Å):
N -0.7719 -0.3692 -0.1047  -0.37
C 0.4497 0.1337 -0.0752  0.05
S 0.4766 2.1231 -0.0689  -0.38
I 2.1643 -0.9739 -0.0643  0.20
H -1.4346 0.3826 0.0801  0.25
H -0.8841 -1.2962 0.2330  0.25

The HOMO energy is -8.315 eV. The value obtained for the HOMO-LUMO gap is 8.03 eV. The structure (SMILES) is NC(=S)I.

***

*iii*
Here is CH2INS in the gas phase from OMol25. Energies are from the ωB97M-V functional and the def2-TZVPD basis.

Each line ends with the Mulliken charge.
Cartesian coordinates (Å):
N 0.3422 -0.1970 0.7250  -0.33
C -0.2079 0.0066 -0.4480  0.04
S -0.8286 2.0345 -0.7932  -0.38
I -0.2320 -1.3689 -1.9613  0.19
H 0.4533 0.6082 1.1928  0.23
H 0.4730 -1.0833 1.2847  0.26

The HOMO energy is -8.129 eV. The value obtained for the HOMO-LUMO gap is 7.60 eV. The structure (SMILES) is NC(=S)I.

***

*ii* wins, 95.8 kJ/mol ahead of the next structure.

***

*i*
Here is C5H10N2O2S in the gas phase from OMol25. Energies are from the ωB97M-V functional and the def2-TZVPD basis.

Each line ends with the Mulliken charge.
Cartesian coordinates (Å):
C -0.4134 -1.9425 0.7596  -1.26
C -0.3328 -0.3467 0.9317  -0.20
S -2.0102 0.4532 0.7412  -0.13
C -1.2662 1.9814 0.0938  -0.51
N 0.1669 1.6435 -0.2038  -0.45
C 0.4370 0.3050 -0.2107  0.64
C 0.2576 -0.4839 -1.4807  -1.34
N 1.8777 0.0850 0.3323  0.93
O 2.5693 -0.9060 0.0941  -0.60
O 2.2943 1.0500 0.9512  -0.56
H -1.1609 -2.1713 0.0462  0.38
H -0.6738 -2.4761 1.7404  0.33
H 0.6260 -2.3509 0.5131  0.31
H -0.0089 -0.0505 2.0289  0.42
H -1.2103 2.7137 0.8574  0.35
H -1.9325 2.3362 -0.7010  0.33
H 0.3184 2.1342 -1.1191  0.32
H 0.4015 0.1366 -2.3497  0.37
H -0.8141 -0.6370 -1.4574  0.40
H 0.8744 -1.4739 -1.5672  0.28

The HOMO energy is -9.147 eV. The value obtained for the HOMO-LUMO gap is 9.59 eV. The structure (SMILES) is C[C@@H]1SCN[C@@]1(C)[N+](=O)[O-].

***

*ii*
Here is C5H10N2O2S in the gas phase from OMol25. Energies are from the ωB97M-V functional and the def2-TZVPD basis.

Each line ends with the Mulliken charge.
Cartesian coordinates (Å):
C 1.8000 -1.4530 0.0855  -0.40
C -1.6690 0.0039 0.6705  -0.82
C 1.0001 0.8282 -0.3847  -0.68
C -0.0269 1.6882 0.3700  -0.57
C -2.0488 1.5767 -1.1510  -1.03
N 1.0083 -0.4816 0.1829  0.10
N -1.3607 1.1615 0.0587  0.09
O 2.7279 -3.4649 1.4178  -0.44
O 1.1002 -3.7708 -0.5369  -0.52
S 1.2666 -3.0662 0.7701  0.62
H -2.0549 -0.7377 0.0580  0.39
H -1.2671 -0.4012 1.5900  0.41
H 0.8147 0.7177 -1.3957  0.40
H 2.0008 1.1329 -0.2650  0.45
H 0.2896 1.5293 1.5104  0.27
H -0.1744 2.7295 0.0049  0.35
H -1.8789 2.5008 -1.4851  0.32
H -1.6597 0.8029 -2.0285  0.31
H -3.0586 1.3634 -1.1104  0.42
H 3.1910 -2.6597 1.6384  0.35

The HOMO energy (spin up / spin down) is -6.387 / -7.881 eV. The value obtained for the HOMO-LUMO gap (spin up / spin down) is 5.12 / 8.40 eV.

***

*i* wins, 266.8 kJ/mol ahead of the next structure.